# 1
Formula: C21H68N22O25Zn2
Source: the OMol25 dataset
Level of theory: the ωB97M-V functional and the def2-TZVPD basis

Calculated values
HOMO energy	-8.34	eV
total energy	-7485.13899	Eh
energy relative to the best compared isomer or geometry (same formula, charge and spin)	351.5	kJ/mol

Last column: Löwdin charge in e.
Geometry (Å):
Zn: -0.526 1.126 -0.764  0.7392
Zn: 0.546 -0.160 1.828  0.7868
C: -0.672 2.233 1.614  -0.7479
O: -0.410 2.646 0.487  -0.0639
O: 0.292 1.818 2.300  -0.0332
O: -1.089 1.133 1.272  -0.1154
C: 0.526 -1.153 -0.485  -0.9592
O: 0.294 -1.784 0.529  0.0068
O: 0.995 -0.080 -0.211  -0.1035
O: -0.333 -0.790 -1.209  0.0004
C: 4.137 4.301 -0.691  -0.9397
O: 5.311 4.370 -0.661  0.0609
N: 3.342 4.640 -1.587  0.1972
N: 3.535 3.987 0.374  0.1917
H: 2.351 4.625 -1.395  0.0760
H: 3.713 4.615 -2.526  0.1245
H: 4.100 3.604 1.118  0.1286
H: 2.525 3.990 0.371  0.0916
C: -4.804 -0.539 2.377  -0.8094
O: -4.627 -1.105 1.345  0.0503
N: -4.025 0.356 2.947  0.1930
N: -5.604 -1.005 3.256  0.1692
H: -3.282 0.715 2.365  0.0871
H: -4.459 0.837 3.722  0.1224
H: -5.850 -0.522 4.108  0.1168
H: -5.817 -1.992 3.262  0.1293
C: -4.287 -1.896 -2.314  -0.8722
O: -4.189 -2.098 -3.501  0.0462
N: -5.310 -1.417 -1.758  0.1753
N: -3.390 -2.111 -1.440  0.1981
H: -6.070 -1.440 -2.424  0.1266
H: -5.419 -1.261 -0.766  0.0838
H: -2.493 -2.237 -1.887  0.0881
H: -3.496 -1.988 -0.443  0.0926
C: -3.474 1.719 -1.403  -0.7266
O: -2.358 1.272 -1.535  0.0387
N: -4.167 1.373 -0.414  0.2242
N: -3.951 2.717 -2.098  0.2229
H: -3.803 0.818 0.348  0.0865
H: -5.050 1.826 -0.226  0.1325
H: -4.863 3.007 -1.774  0.1239
H: -3.349 3.046 -2.839  0.0901
C: 3.387 -0.913 2.972  -0.6849
O: 2.352 -0.410 2.643  0.0677
N: 3.605 -1.312 4.233  0.1755
N: 4.409 -1.170 2.212  0.2106
H: 4.410 -1.895 4.416  0.1035
H: 2.799 -1.564 4.787  0.1146
H: 4.213 -1.152 1.222  0.0874
H: 5.241 -1.627 2.559  0.1245
C: -1.109 -1.974 3.930  -0.6811
O: -0.271 -1.108 3.554  0.0103
N: -1.219 -2.655 5.035  0.1984
N: -2.205 -2.136 3.359  0.2099
H: -2.022 -3.249 5.185  0.0657
H: -0.578 -2.468 5.794  0.1293
H: -2.875 -2.819 3.683  0.1105
H: -2.231 -1.687 2.454  0.1234
C: 3.278 0.786 -2.916  -0.7343
O: 2.403 0.364 -3.636  -0.0140
N: 3.102 0.850 -1.593  0.2192
N: 4.100 1.618 -3.380  0.2098
H: 2.281 0.405 -1.208  0.0506
H: 3.857 1.255 -1.058  0.1186
H: 4.123 1.844 -4.365  0.1359
H: 4.875 1.884 -2.789  0.1284
C: -0.211 -2.462 -4.624  -0.8568
O: -0.143 -3.247 -5.543  0.0406
N: -0.269 -2.747 -3.422  0.1975
N: -0.521 -1.223 -4.872  0.1937
H: -0.245 -2.054 -2.688  0.0595
H: -0.441 -3.691 -3.108  0.1156
H: -0.529 -0.939 -5.841  0.1270
H: -0.721 -0.650 -4.065  0.0943
C: 3.733 -3.044 -1.189  -0.7510
O: 4.412 -2.079 -0.748  -0.0042
N: 2.882 -3.032 -2.202  0.1768
N: 3.837 -4.231 -0.878  0.1812
H: 2.512 -2.109 -2.379  0.0868
H: 2.520 -3.908 -2.551  0.1150
H: 4.637 -4.434 -0.297  0.1395
H: 3.278 -4.981 -1.260  0.1332
C: -0.474 -5.168 0.462  -0.7294
O: -0.867 -6.235 0.968  0.0072
N: -0.836 -4.584 -0.591  0.1997
N: 0.549 -4.500 0.984  0.1741
H: -0.633 -3.605 -0.739  0.0862
H: -1.310 -5.099 -1.319  0.1366
H: 1.188 -4.964 1.614  0.1252
H: 0.635 -3.535 0.697  0.0480
C: 3.296 -1.938 -6.370  -0.8111
O: 3.610 -2.592 -7.363  0.0155
N: 3.115 -2.516 -5.214  0.1594
N: 3.214 -0.711 -6.185  0.1808
H: 2.691 -1.969 -4.479  0.0553
H: 3.256 -3.504 -5.059  0.1168
H: 2.762 -0.466 -5.316  0.0589
H: 3.228 -0.031 -6.932  0.1309
C: -3.028 -5.708 5.450  -0.1528
C: -2.524 -5.797 3.862  -0.2332
O: -1.221 -5.631 3.480  -0.0901
O: -3.464 -4.378 5.699  -0.1144
H: -2.216 -6.030 6.102  0.1088
H: -3.869 -6.373 5.645  0.1072
H: -2.991 -4.970 3.327  0.0918
H: -2.885 -6.682 3.337  0.1150
H: -1.237 -5.683 2.522  0.0057
H: -4.242 -4.351 6.262  0.0953
C: -0.320 2.821 -3.175  -0.1844
C: -0.906 2.720 -4.554  -0.1954
O: -2.177 3.340 -4.503  -0.0664
O: 0.197 1.629 -2.608  -0.0878
H: -1.031 3.172 -2.426  0.1086
H: 0.541 3.488 -3.127  0.1256
H: -1.144 1.718 -4.910  0.1242
H: -0.270 3.090 -5.358  0.1278
H: -2.016 4.285 -4.447  0.0999
H: 0.775 1.171 -3.223  0.0632
C: -1.456 6.018 0.483  -0.2177
C: -0.002 6.381 0.179  -0.1858
O: 0.655 5.303 -0.536  -0.0937
O: -1.493 5.044 1.537  -0.0758
H: -1.915 5.653 -0.435  0.1124
H: -2.049 6.809 0.942  0.1216
H: 0.419 6.608 1.159  0.1060
H: 0.062 7.266 -0.453  0.1200
H: 0.325 4.438 -0.281  0.0352
H: -1.123 4.237 1.172  0.0080
C: 2.644 5.405 4.727  -0.3121
C: 1.711 4.784 3.703  -0.2557
O: 2.144 3.607 3.107  -0.0647
O: 3.016 4.597 5.719  -0.0340
H: 2.083 6.124 5.325  0.1230
H: 3.515 5.776 4.186  0.1231
H: 1.346 5.441 2.914  0.0973
H: 0.743 4.577 4.159  0.1175
H: 1.384 3.074 2.860  0.0190
H: 3.438 5.214 6.321  0.0949

=====

# 2
Formula: C21H68N6O13
Source: the OMol25 dataset
Level of theory: the ωB97M-V functional and the def2-TZVPD basis

Calculated values
HOMO energy	-8.23	eV
total energy	-2147.30281	Eh
energy relative to the best compared isomer or geometry (same formula, charge and spin)	616.8	kJ/mol

Last column: Löwdin charge in e.
Geometry (Å):
C: 16.043 -2.979 -15.727  -0.0760
C: 15.929 -1.428 -15.940  -0.2777
O: 17.265 -1.003 -16.163  -0.0944
H: 16.748 -3.184 -14.958  0.0241
H: 16.438 -3.495 -16.571  0.0596
H: 15.056 -3.409 -15.514  0.0724
H: 15.347 -0.893 -15.147  0.1156
H: 15.256 -1.370 -16.828  0.1086
H: 17.605 -0.878 -15.266  0.0397
C: 15.073 -3.152 -11.719  -0.0786
C: 13.988 -3.906 -10.983  -0.3700
O: 13.450 -3.153 -9.985  -0.0585
H: 14.629 -2.132 -11.949  0.1128
H: 15.362 -3.748 -12.567  0.0419
H: 15.963 -3.051 -11.126  0.0505
H: 14.400 -4.817 -10.610  0.0855
H: 13.192 -4.195 -11.668  0.1168
H: 12.498 -2.980 -10.158  0.1156
C: 19.026 -1.995 -11.361  -0.0447
C: 18.036 -1.592 -12.437  -0.2984
O: 18.592 -0.711 -13.391  -0.0941
H: 19.108 -1.285 -10.552  0.0537
H: 19.934 -2.183 -11.906  0.0447
H: 18.689 -2.938 -10.957  0.0609
H: 17.222 -1.099 -11.949  0.0681
H: 17.516 -2.391 -12.975  0.0821
H: 18.229 0.159 -13.360  0.0085
C: 15.714 -0.622 -9.283  -0.1082
C: 16.596 -1.562 -8.542  -0.3230
O: 15.963 -1.906 -7.303  -0.0503
H: 15.716 0.448 -8.953  0.0674
H: 14.672 -1.042 -9.155  0.0835
H: 15.854 -0.677 -10.414  0.0640
H: 17.556 -1.121 -8.223  0.1107
H: 16.863 -2.404 -9.152  0.0874
H: 16.284 -1.252 -6.741  0.0418
C: 21.888 -6.588 -10.649  -0.0848
C: 21.642 -5.591 -11.787  -0.3070
O: 20.858 -6.239 -12.773  -0.1278
H: 22.064 -7.611 -11.001  0.0748
H: 21.113 -6.686 -9.857  0.0685
H: 22.835 -6.290 -10.138  0.0786
H: 22.623 -5.316 -12.331  0.1466
H: 21.183 -4.763 -11.401  0.0610
H: 20.597 -5.590 -13.473  0.0635
C: 20.592 -2.308 -15.953  -0.0570
C: 20.207 -3.100 -14.700  -0.2841
O: 20.601 -4.447 -14.929  -0.0664
H: 21.681 -2.184 -16.037  0.0805
H: 20.060 -1.369 -15.769  0.0533
H: 20.152 -2.748 -16.864  0.0822
H: 19.163 -3.037 -14.532  0.0676
H: 20.568 -2.592 -13.864  0.0724
H: 20.054 -4.863 -15.569  0.0839
C: 19.637 3.854 -16.313  -0.0725
C: 18.710 2.701 -16.742  -0.3290
O: 18.562 1.886 -15.667  -0.0981
H: 19.289 4.486 -15.521  0.0561
H: 19.717 4.585 -17.062  0.0549
H: 20.594 3.464 -16.035  0.0618
H: 19.290 2.191 -17.514  0.1148
H: 17.715 3.100 -17.192  0.1431
H: 18.201 1.025 -15.971  0.0907
C: 21.279 1.253 -14.118  -0.0527
C: 21.917 0.233 -13.190  -0.3151
O: 22.448 0.965 -12.141  -0.0810
H: 21.952 1.997 -14.500  0.0848
H: 20.442 1.723 -13.697  0.0282
H: 20.899 0.891 -14.945  0.0054
H: 22.624 -0.446 -13.643  0.1089
H: 21.147 -0.475 -12.881  0.0818
H: 22.744 0.424 -11.376  0.0778
C: 16.989 2.375 -12.695  -0.5658
O: 16.598 1.116 -13.284  -0.1026
N: 16.387 2.906 -11.727  0.1336
N: 18.148 2.966 -12.864  0.1228
H: 15.543 2.350 -11.382  0.1880
H: 16.349 3.896 -11.623  0.1330
H: 18.640 2.848 -13.808  0.1243
H: 18.325 3.960 -12.494  0.1868
C: 17.776 -5.788 -12.198  -0.6138
O: 18.155 -4.870 -13.163  -0.0970
N: 16.562 -6.086 -11.940  0.1490
N: 18.603 -6.325 -11.322  0.1419
H: 16.255 -6.355 -10.975  0.1456
H: 15.836 -5.674 -12.566  0.1229
H: 19.592 -6.245 -11.670  0.0508
H: 18.626 -7.290 -10.890  0.1500
C: 19.289 1.263 -10.041  -0.5747
O: 20.083 0.552 -9.028  -0.2113
N: 18.078 1.689 -9.803  0.1811
N: 19.797 1.657 -11.151  0.1788
H: 17.701 1.382 -8.981  0.0552
H: 17.550 2.266 -10.495  0.0737
H: 20.775 1.360 -11.369  0.1008
H: 19.136 2.080 -11.882  0.0652
C: 19.810 -3.699 -8.239  -0.1878
O: 18.718 -3.677 -7.426  -0.0805
H: 19.644 -4.360 -9.079  0.0678
H: 20.668 -3.897 -7.739  0.0490
H: 19.968 -2.665 -8.570  0.0781
H: 18.990 -3.953 -6.562  0.0767
C: 22.756 -2.156 -10.624  -0.1832
O: 23.103 -0.971 -10.006  -0.1211
H: 21.767 -2.409 -10.313  0.0560
H: 23.413 -2.985 -10.567  0.0657
H: 22.760 -2.078 -11.728  0.0862
H: 23.290 -1.135 -9.020  0.1474